No. 1
19
Properties=species:S:1:pos:R:3:nbo_charge:R:1 method="wB97M-V/def2-TZVPD" energy_ev=-19999.86380 e_lumo_ev=6.36 charge=-2 gap_ev=7.90 de_lowest_kcal_mol=17.78
C -0.66431 -0.53625 -1.51406 -0.6406
C 0.06768 -0.43516 -0.13895 0.0367
C -0.87054 -0.08261 1.08426 -0.5100
C -1.77618 1.16407 0.88018 0.7456
O -1.35123 2.28011 1.31377 -0.8021
O -2.84877 0.95315 0.30408 -0.7870
C 0.62562 -1.82580 0.17493 0.7530
O -0.17381 -2.77087 0.15702 -0.7698
O 1.83859 -1.77128 0.47168 -0.7724
N 1.16256 0.51112 -0.11627 -0.5154
C 1.38096 1.46342 -0.98672 0.4954
N 1.73623 2.28982 -1.72812 -0.4405
C 2.05824 0.63953 0.84461 0.5164
N 3.02121 0.87736 1.45074 -0.4228
H -1.40370 0.24794 -1.61155 0.2377
H -1.39524 -1.39022 -1.54522 0.2523
H 0.15590 -0.55572 -2.21809 0.1970
H -0.06101 -0.05182 1.86946 0.1940
H -1.50221 -1.00678 1.30823 0.2324

=====

No. 2
17
Properties=species:S:1:pos:R:3:nbo_charge:R:1 method="wB97M-V/def2-TZVPD" energy_ev=-14788.78992 e_lumo_ev=-1.19 gap_ev=8.00 de_lowest_kcal_mol=39.05
C 2.19023 1.51805 0.13564 -0.4099
N 0.81352 1.41497 -0.19932 -0.5628
C 0.06977 0.28353 -0.11717 0.3947
N -1.27510 0.56541 -0.15553 -0.3976
C -2.18551 -0.36865 0.02052 0.1086
C -3.61018 0.00984 -0.01792 0.2439
N -4.74444 0.24223 -0.14087 -0.2463
C -1.68766 -1.75439 0.01394 -0.0020
N -0.42847 -2.05206 0.03012 -0.3124
C 0.48232 -1.07044 -0.05929 -0.0497
C 1.87302 -1.39980 -0.21615 0.2535
N 3.01615 -1.63370 -0.14175 -0.2805
H 2.39964 0.85988 1.05605 0.2016
H 2.84773 1.21904 -0.63655 0.2107
H 2.40353 2.51652 0.29606 0.2145
H 0.17550 2.24893 -0.12197 0.4219
H -2.34006 -2.59936 0.25420 0.2120

=====

No. 3
16
Properties=species:S:1:pos:R:3:nbo_charge:R:1 method="wB97M-V/def2-TZVPD" energy_ev=-24312.99915 e_lumo_ev="3.30 / 0.80" multiplicity=3 charge=-1 gap_ev="4.41 / 4.48"
C -1.69078 -1.13415 -0.67613 -0.2781
C -2.11240 0.10498 -0.41063 0.0699
C 2.00013 -0.96302 0.06083 0.7535
C 0.77234 1.88170 0.90068 -0.6107
C -0.29750 -1.61353 -0.33503 -0.3094
C 0.46497 -0.55173 0.07390 -0.1156
C -0.02625 0.86440 0.32610 0.0850
O 2.33242 -1.20425 -1.08311 -0.7392
O 2.61359 -0.89878 1.08835 -0.7461
O -1.39809 1.07909 0.20766 -0.5103
S 0.94859 2.07091 -0.89909 0.2958
H -2.39769 -1.73205 -1.13845 0.1921
H -3.05930 0.52813 -0.73750 0.1680
H 0.23297 2.66074 1.43521 0.2404
H 1.67776 1.52651 1.55024 0.2972
H -0.06074 -2.61894 -0.36302 0.2075

=====

No. 4
13
Properties=species:S:1:pos:R:3:nbo_charge:R:1 method="wB97M-V/def2-TZVPD" energy_ev=-7353.49888 e_lumo_ev=0.69 gap_ev=8.95 de_lowest_kcal_mol=0.00
C 3.11634 0.06133 0.00018 -0.2189
C 1.90232 0.14086 -0.02656 -0.0344
C 0.48391 0.16634 -0.00128 -0.0924
C -0.34583 1.24524 -0.00456 -0.1765
C -1.73670 0.79975 -0.01619 -0.2376
C -1.75575 -0.54855 -0.01383 -0.1633
C -0.36514 -1.06809 -0.00246 -0.4737
H 4.19686 0.03826 -0.00586 0.2402
H 0.02163 2.25296 0.03746 0.2203
H -2.57937 1.45997 0.00079 0.2192
H -2.63571 -1.19496 0.01256 0.2162
H -0.15559 -1.67089 0.89741 0.2510
H -0.14695 -1.68222 -0.87767 0.2500

=====

No. 5
13
Properties=species:S:1:pos:R:3:nbo_charge:R:1 method="wB97M-V/def2-TZVPD" energy_ev=-7350.31481 e_lumo_ev=1.05 gap_ev=9.38 de_lowest_kcal_mol=73.43
C 0.65785 -1.12959 -0.60434 -0.2238
C 1.53579 -0.13046 -0.51477 -0.2425
C 1.27655 0.88619 0.43595 -0.0076
C 0.62057 1.18943 1.43829 -0.1303
C -0.24029 1.09081 0.07830 -0.2461
C -1.23668 0.06102 0.05133 -0.1979
C -0.68503 -1.19843 -0.12237 -0.2706
H 1.19977 -1.98734 -0.95592 0.2111
H 2.45426 -0.32295 -1.01144 0.2158
H 0.64080 1.54299 2.42922 0.2372
H -0.44680 1.95119 -0.62774 0.2073
H -2.30599 0.08991 -0.04096 0.2245
H -0.99767 -2.20959 -0.28006 0.2230

=====

No. 6
13
Properties=species:S:1:pos:R:3:nbo_charge:R:1 method="wB97M-V/def2-TZVPD" energy_ev=-7347.50971 e_lumo_ev=-0.94 gap_ev=7.52 de_lowest_kcal_mol=138.11
C -0.31775 1.48109 2.04480 0.3473
C -0.51928 0.52917 1.20713 -0.4993
C 1.12209 -0.19743 -0.43853 -0.4117
C -0.18157 0.03446 -1.17719 -0.4357
C 0.45436 -0.67608 0.92662 -0.1447
C -1.22008 0.14459 -0.18027 -0.1249
C -1.00780 -0.93559 0.79573 -0.1115
H 1.83917 -0.92660 -0.75244 0.2293
H 1.53468 0.77047 -0.31607 0.2243
H -0.19166 0.93538 -1.80506 0.2093
H -0.27913 -0.71848 -1.82349 0.2244
H 0.92565 -1.08216 1.86522 0.2518
H -2.15869 0.64118 -0.34645 0.2415

=====

No. 7
17
Properties=species:S:1:pos:R:3:nbo_charge:R:1 method="wB97M-V/def2-TZVPD" energy_ev=-218971.11564 e_lumo_ev=-0.35 gap_ev=9.37 de_lowest_kcal_mol=37.55
C 1.08202 -1.95637 -0.82759 -0.6682
C 1.26544 -0.76541 0.01672 -0.0640
Br 1.20634 -1.20972 1.91423 0.0786
C 1.50301 0.40080 -0.48259 -0.0998
Br 1.21273 0.89204 -2.32816 0.0818
C 1.83727 1.72366 0.53748 -0.2179
C 3.06124 1.38391 1.18229 0.2532
N 4.05584 1.11898 1.70657 -0.2663
C 0.80343 2.56537 0.81942 0.1148
C -0.53977 2.82315 0.13902 -0.6867
Br 1.28809 4.01383 2.11476 0.0199
H 0.08972 -1.89713 -1.23838 0.2330
H 1.11527 -2.74803 -0.11974 0.2352
H 1.74948 -2.08189 -1.63063 0.2381
H -0.74882 3.94658 0.05423 0.2517
H -0.35135 2.42263 -0.84253 0.2449
H -1.37539 2.40823 0.73015 0.2518

=====

No. 8
19
Properties=species:S:1:pos:R:3:nbo_charge:R:1 method="wB97M-V/def2-TZVPD" energy_ev=-94182.95885 e_lumo_ev="-7.23 / -7.41" charge=+1 gap_ev="5.82 / 5.46" de_lowest_kcal_mol=55.11
H 2.23180 3.84332 -0.29519 0.3896
N 2.40458 2.84876 -0.14359 -0.3925
C 1.46312 2.01090 -0.11168 0.3076
C 1.87623 0.59226 -0.30844 -0.1255
C 0.94281 -0.33974 -0.40815 0.0248
S 1.36374 -2.05882 -0.66448 0.3354
C 0.32338 -3.18726 0.29642 -0.7762
N -0.35361 -0.00578 -0.22634 -0.1246
N -1.34025 -0.81915 -0.05436 -0.0654
C -2.56083 0.07683 0.14167 0.0345
Br -4.26838 -0.60541 0.10344 0.2678
C -2.18432 1.36608 0.16912 -0.2786
C -0.73798 1.37570 0.04307 0.3993
N 0.15546 2.30425 0.08645 -0.3488
H 2.89385 0.48300 -0.39284 0.2721
H -0.63878 -2.57355 0.58333 0.2692
H 0.85965 -3.51019 1.24729 0.2494
H 0.19362 -4.12531 -0.38404 0.2726
H -2.62410 2.32410 0.31832 0.2894